Version i
13
Properties=species:S:1:pos:R:3:mulliken_spin:R:1 method="wB97M-V/def2-TZVPD" multiplicity=2 homo_ha="-0.592 / -0.582" total_charge=+1 s2=0.757
C 0.567 -1.349 -0.276 0.0208
C 0.653 -0.092 -1.097 -0.0122
N -0.488 1.086 1.379 0.1439
C -1.191 0.873 0.249 0.0147
N -0.641 0.688 -0.983 0.7556
H -0.329 -1.823 -0.617 -0.0078
H 0.408 -1.192 0.782 -0.0009
H 1.549 -1.844 -0.381 -0.0021
H 0.756 -0.295 -2.181 0.0126
H 1.472 0.601 -0.795 0.0599
H 0.557 1.213 1.418 -0.0037
H -1.036 1.212 2.270 -0.0038
H -2.277 0.921 0.230 0.0230

Version ii
13
Properties=species:S:1:pos:R:3:mulliken_spin:R:1 method="wB97M-V/def2-TZVPD" multiplicity=2 homo_ha="-0.588 / -0.584" total_charge=+1 s2=0.756
C -1.470 -1.452 0.685 0.0522
C -0.780 -0.301 -0.058 0.0289
N 1.451 1.546 -0.979 0.0888
C 1.355 0.896 0.208 0.0042
N 0.544 -0.053 0.439 0.7281
H -2.436 -1.636 0.222 -0.0047
H -1.572 -1.199 1.733 -0.0030
H -0.861 -2.356 0.616 0.0004
H -1.333 0.636 -0.067 -0.0025
H -0.653 -0.631 -1.103 0.0738
H 1.681 0.965 -1.781 -0.0035
H 2.048 2.370 -0.922 -0.0027
H 2.025 1.217 1.007 0.0400

Short version: version i is the least stable of them.

Version i
99
Properties=species:S:1:pos:R:3:lowdin_charge:R:1 method="wB97M-V/def2-TZVPD" homo_ha="-0.258 / -0.237" total_charge=0
Tl -0.133 -0.084 0.401 0.8429
C 3.084 3.259 0.363 -0.0744
C 3.829 3.482 -0.786 -0.0811
C 3.292 3.243 -2.060 -0.0195
C 2.024 2.722 -2.114 -0.1105
C 0.994 2.428 -3.172 -0.1346
N 0.342 1.233 -2.681 -0.0654
C -0.044 1.818 -1.403 -0.2346
N -0.294 0.428 -3.577 0.1911
C -1.011 -0.558 -3.201 -0.2824
C -1.913 -1.312 -4.109 -0.0985
C -2.028 -1.403 -5.483 -0.0143
C -3.104 -2.122 -5.995 -0.0756
C -4.042 -2.721 -5.153 -0.0790
C -3.928 -2.615 -3.771 -0.0127
C -2.851 -1.906 -3.268 -0.0981
C -2.462 -1.505 -1.891 -0.2616
N -3.306 -1.594 -0.786 0.2173
C -3.384 -0.496 -0.103 -0.2683
N -2.753 0.688 -0.460 0.0995
C -3.130 1.632 0.343 -0.2856
N -2.901 2.921 0.053 0.2127
C -2.214 3.309 -0.987 -0.1602
N -1.102 2.822 -1.647 0.1522
C -0.892 3.606 -2.848 -0.1716
N 0.203 3.502 -3.494 0.2229
C -1.944 4.612 -2.918 -0.0937
C -2.202 5.620 -3.829 0.0006
C -3.216 6.518 -3.524 -0.0637
C -3.950 6.404 -2.342 -0.0629
C -3.690 5.381 -1.441 -0.0001
C -2.679 4.492 -1.752 -0.0931
C -4.051 1.112 1.405 -0.0929
C -4.736 1.715 2.436 -0.0034
C -5.646 0.933 3.151 -0.0678
C -5.857 -0.401 2.824 -0.0674
C -5.149 -1.006 1.781 -0.0011
C -4.248 -0.230 1.089 -0.0948
N -1.340 -0.865 -1.874 0.0984
C 1.281 2.448 -0.951 -0.1674
C 1.781 2.746 0.298 -0.0409
H 3.515 3.484 1.333 0.1086
H 4.841 3.863 -0.700 0.1025
H 3.855 3.483 -2.957 0.1137
H -1.306 -0.924 -6.134 0.1145
H -3.228 -2.207 -7.068 0.1024
H -4.873 -3.265 -5.586 0.1016
H -4.656 -3.068 -3.105 0.1151
H -1.630 5.698 -4.747 0.1209
H -3.438 7.325 -4.212 0.1066
H -4.725 7.131 -2.124 0.1065
H -4.239 5.275 -0.512 0.1178
H -4.568 2.757 2.682 0.1177
H -6.203 1.374 3.970 0.1044
H -6.593 -0.976 3.376 0.1043
H -5.313 -2.043 1.512 0.1184
H 1.192 2.602 1.201 0.0991
C -0.383 -0.538 6.345 -0.4260
S 1.214 -0.889 5.582 0.8233
C 1.063 -0.364 3.885 -1.1258
S -0.359 0.315 3.207 0.5050
N 2.197 -0.569 3.282 -0.1014
N 2.168 -0.580 1.937 -0.0593
C 3.223 -0.264 1.311 -0.0927
C 3.305 -0.455 -0.152 -0.2622
C 4.507 -0.234 -0.809 -0.0225
C 4.601 -0.498 -2.164 -0.0564
C 3.494 -0.998 -2.828 -0.0473
C 2.327 -1.174 -2.102 -0.1349
N 2.217 -0.892 -0.804 0.0725
H -0.198 -0.063 7.308 0.0263
H -0.941 -1.462 6.485 0.0289
H -0.935 0.131 5.690 -0.0241
H 4.103 0.101 1.840 0.1280
H 5.360 0.133 -0.249 0.1162
H 5.527 -0.321 -2.696 0.1101
H 3.522 -1.240 -3.884 0.1082
H 1.431 -1.554 -2.589 0.0981
S 3.118 -5.639 2.463 0.9960
C 1.859 -4.497 1.933 -0.4951
C 1.069 -3.775 2.818 -0.0622
C 0.137 -2.894 2.305 -0.1673
N -0.031 -2.689 0.997 -0.0002
C 0.692 -3.425 0.149 -0.1491
C 1.634 -4.348 0.568 -0.0735
C 4.206 -4.569 3.389 -0.5116
C 3.866 -3.981 4.598 -0.0790
C 4.808 -3.180 5.230 -0.1322
N 6.045 -2.980 4.765 0.0613
C 6.370 -3.585 3.619 -0.1474
C 5.489 -4.372 2.891 -0.0934
H 1.175 -3.873 3.888 0.0916
H -0.492 -2.308 2.971 0.0717
H 0.519 -3.248 -0.910 0.1018
H 2.210 -4.918 -0.152 0.1050
H 2.901 -4.138 5.060 0.0947
H 4.556 -2.679 6.160 0.1075
H 7.384 -3.425 3.262 0.1037
H 5.788 -4.822 1.951 0.0991

Version ii
99
Properties=species:S:1:pos:R:3:lowdin_charge:R:1 method="wB97M-V/def2-TZVPD" homo_ha="-0.234 / -0.231" total_charge=0
Tl -0.533 0.722 -0.303 0.8695
C -0.558 0.354 -6.934 -0.0775
C -1.608 1.273 -6.825 -0.0752
C -2.231 1.512 -5.610 -0.0031
C -1.764 0.818 -4.503 -0.0994
C -2.139 0.851 -3.089 -0.2793
N -1.288 0.050 -2.383 0.0824
C -0.450 -0.579 -3.254 -0.2847
N 0.416 -1.534 -2.978 0.2097
C 0.695 -1.938 -1.741 -0.2792
C 1.512 -3.108 -1.454 -0.1102
C 2.156 -4.021 -2.281 -0.0156
C 2.858 -5.049 -1.677 -0.0796
C 2.906 -5.173 -0.281 -0.0778
C 2.255 -4.273 0.544 -0.0103
C 1.563 -3.229 -0.060 -0.1033
C 0.759 -2.142 0.474 -0.2870
N 0.494 -2.014 1.770 0.2195
C -0.427 -1.207 2.259 -0.2913
N -1.236 -0.360 1.566 0.0744
C -2.177 0.156 2.403 -0.2812
N -3.244 0.862 2.076 0.2124
C -3.574 1.192 0.835 -0.2997
N -2.842 1.046 -0.302 0.0728
C -3.564 1.484 -1.359 -0.2732
N -3.200 1.487 -2.636 0.2230
C -4.852 1.990 -0.887 -0.1105
C -5.953 2.516 -1.543 -0.0071
C -7.055 2.862 -0.775 -0.0753
C -7.058 2.680 0.612 -0.0764
C -5.961 2.141 1.266 -0.0139
C -4.859 1.801 0.497 -0.1216
C -1.900 -0.309 3.763 -0.0971
C -2.511 -0.056 4.982 -0.0073
C -1.989 -0.681 6.105 -0.0757
C -0.899 -1.553 6.008 -0.0754
C -0.297 -1.816 4.787 -0.0116
C -0.803 -1.171 3.669 -0.1020
N 0.311 -1.374 -0.564 0.0876
C -0.714 -0.096 -4.611 -0.1067
C -0.101 -0.348 -5.829 -0.0154
H -0.096 0.191 -7.900 0.1009
H -1.936 1.808 -7.708 0.1018
H -3.049 2.215 -5.515 0.1167
H 2.102 -3.919 -3.358 0.1125
H 3.371 -5.779 -2.292 0.1002
H 3.456 -5.998 0.156 0.1010
H 2.273 -4.373 1.623 0.1055
H -5.950 2.655 -2.616 0.1156
H -7.932 3.276 -1.256 0.1010
H -7.934 2.962 1.184 0.1008
H -5.953 1.982 2.337 0.1145
H -3.364 0.607 5.048 0.1147
H -2.435 -0.496 7.074 0.1015
H -0.529 -2.035 6.905 0.1009
H 0.536 -2.502 4.696 0.0957
H 0.710 -1.062 -5.901 0.1138
C -3.388 5.065 0.819 -0.4155
S -2.620 4.998 -0.813 0.8698
C -1.313 3.846 -0.609 -1.1012
S -0.926 3.172 0.916 0.6645
N -0.747 3.587 -1.753 -0.1042
N 0.172 2.590 -1.791 -0.0535
C 0.949 2.662 -2.803 -0.0668
C 2.045 1.757 -3.136 -0.2598
C 2.642 1.907 -4.389 -0.0160
C 3.680 1.069 -4.748 -0.0550
C 4.102 0.112 -3.840 -0.0460
C 3.465 0.053 -2.609 -0.1319
N 2.461 0.847 -2.254 0.1248
H -4.326 5.599 0.674 0.0363
H -3.583 4.059 1.183 0.0000
H -2.756 5.604 1.522 0.0311
H 0.788 3.494 -3.487 0.1323
H 2.279 2.672 -5.066 0.1171
H 4.155 1.162 -5.717 0.1107
H 4.903 -0.578 -4.071 0.1061
H 3.788 -0.680 -1.876 0.1077
S 4.673 -0.109 4.375 0.9886
C 3.469 0.327 3.129 -0.4965
C 2.356 1.084 3.465 -0.0513
C 1.418 1.358 2.482 -0.1438
N 1.537 0.926 1.227 0.0212
C 2.629 0.228 0.905 -0.1229
C 3.620 -0.088 1.816 -0.0480
C 4.377 -1.878 4.368 -0.5123
C 5.088 -2.723 3.529 -0.0837
C 4.786 -4.078 3.558 -0.1465
N 3.862 -4.609 4.354 0.0655
C 3.201 -3.788 5.167 -0.1441
C 3.418 -2.417 5.213 -0.0845
H 2.205 1.434 4.477 0.1128
H 0.523 1.918 2.720 0.0675
H 2.700 -0.069 -0.131 0.0693
H 4.475 -0.672 1.505 0.1084
H 5.858 -2.339 2.874 0.1042
H 5.317 -4.770 2.912 0.1077
H 2.458 -4.250 5.810 0.1085
H 2.850 -1.782 5.880 0.1048

Short version: version i is the least stable of them.

Version i
28
Properties=species:S:1:pos:R:3:lowdin_charge:R:1 method="wB97M-V/def2-TZVPD" homo_ha=-0.303 smiles="Cc1ccc(O)cc1.CCC(N)=O" total_charge=0
C -0.299 2.647 1.299 -0.0606
C -1.028 1.463 0.740 -0.2840
C -1.081 0.257 1.455 -0.0577
C -2.079 -0.689 1.182 -0.0230
C -2.856 -0.580 0.049 -0.3369
O -3.624 -1.612 -0.371 0.0577
C -2.652 0.567 -0.729 -0.0286
C -1.923 1.658 -0.312 -0.0454
H 0.029 2.458 2.323 0.0717
H -1.028 3.469 1.371 0.0830
H 0.558 3.033 0.752 0.0739
H -0.571 0.102 2.385 0.1043
H -2.223 -1.456 1.930 0.1125
H -4.323 -1.338 -0.956 0.0989
H -2.995 0.500 -1.766 0.1202
H -2.069 2.652 -0.730 0.1194
C 1.960 -2.541 -0.993 -0.0787
C 1.907 -1.381 0.052 -0.1366
C 2.170 -0.210 -0.894 -0.5636
N 3.381 0.439 -0.907 0.1459
O 1.384 0.138 -1.766 0.0250
H 0.958 -2.669 -1.411 0.0840
H 2.485 -3.421 -0.595 0.0738
H 2.645 -2.228 -1.783 0.0706
H 0.933 -1.257 0.524 0.0852
H 2.626 -1.513 0.849 0.0976
H 3.724 1.080 -1.600 0.1000
H 3.990 0.431 -0.099 0.0912

Version ii
28
Properties=species:S:1:pos:R:3:lowdin_charge:R:1 method="wB97M-V/def2-TZVPD" homo_ha=-0.295 smiles="Cc1ccc(O)cc1.CCC(N)=O" total_charge=0
C 0.060 0.306 2.833 -0.0866
C 0.608 -0.436 1.760 -0.3035
C 1.614 0.230 0.996 0.0014
C 2.255 -0.517 -0.006 -0.0106
C 1.623 -1.603 -0.582 -0.3392
O 1.947 -2.053 -1.845 0.0142
C 0.544 -2.202 0.085 -0.0546
C 0.212 -1.701 1.299 -0.0632
H -1.000 0.577 2.756 0.0864
H 0.691 1.124 3.114 0.0835
H -0.034 -0.366 3.688 0.0878
H 1.960 1.147 1.220 0.0781
H 3.110 -0.134 -0.488 0.1014
H 1.278 -2.824 -1.978 0.1453
H -0.009 -2.912 -0.393 0.0868
H -0.389 -2.305 1.961 0.1192
C -2.168 0.086 -2.072 -0.1228
C -1.282 0.368 -0.957 -0.1687
C -1.379 1.859 -0.403 -0.4859
N -1.607 2.954 -1.162 0.1520
O -1.295 2.070 0.813 0.0025
H -3.236 0.260 -1.907 0.0964
H -2.057 -0.953 -2.202 0.0607
H -1.880 0.510 -2.976 0.0579
H -1.242 -0.244 0.012 0.1193
H -0.159 0.246 -1.235 0.1404
H -1.535 3.829 -0.752 0.0751
H -1.986 2.895 -2.140 0.1266

Short version: version ii is the least stable of them.

Version i
33
Properties=species:S:1:pos:R:3:lowdin_charge:R:1 method="wB97M-V/def2-TZVPD" homo_ha=-0.311 total_charge=0
C -1.869 2.075 -1.974 -0.0338
C 0.648 -2.338 2.482 -0.2095
C -0.715 -2.598 1.730 -0.1775
C 0.699 -0.810 2.737 -0.1919
C -0.879 -1.865 0.329 -0.1185
C 0.483 -0.017 1.402 -0.1344
C 0.219 2.450 -1.183 -0.2661
C -0.978 1.628 -0.871 -0.5229
C -0.713 -0.354 0.484 -0.3884
C 2.293 1.000 -2.182 -0.2809
N -0.729 0.243 -0.801 -0.0138
O 1.041 2.747 -3.653 -0.4980
O -2.379 1.005 -2.543 0.0160
S 0.785 1.648 -2.831 0.8208
H 0.561 -2.885 3.466 0.1156
H 1.511 -2.705 1.877 0.1116
H -0.957 -3.639 1.679 0.0849
H -1.442 -2.224 2.473 0.1038
H -0.180 -0.635 3.406 0.1191
H 1.725 -0.609 3.082 0.1078
H -0.162 -2.354 -0.315 0.1165
H -1.870 -1.988 0.008 0.0915
H 0.466 1.032 1.633 0.0899
H 1.406 -0.171 0.751 0.1216
H -0.193 3.469 -1.346 0.0977
H 1.041 2.450 -0.331 0.1280
H -1.421 2.066 0.070 0.1705
H -1.632 -0.046 0.959 0.1394
H 2.805 1.824 -1.685 0.0469
H 2.081 0.177 -1.370 0.0794
H 2.861 0.580 -3.016 0.0461
H -1.527 -0.263 -1.180 0.1096
H -2.977 1.104 -3.287 0.1188

Version ii
33
Properties=species:S:1:pos:R:3:lowdin_charge:R:1 method="wB97M-V/def2-TZVPD" homo_ha=-0.289 total_charge=0
C 2.188 -0.976 0.808 -0.7917
C -1.031 1.114 0.817 -0.1862
C -1.511 -0.005 1.806 -0.3389
C -1.844 -2.081 -0.001 -0.4544
C 1.064 -0.319 0.022 -0.1411
C 0.508 1.020 0.533 -0.4609
C 0.775 2.187 -0.417 -0.0553
C 1.134 1.269 1.928 -0.0256
C 0.609 -0.019 -2.370 -0.0302
C 1.356 -2.119 -1.417 -0.0276
N 1.011 -0.736 -1.252 -0.1453
O 3.229 -0.491 0.273 0.0390
O 2.039 -1.877 1.577 0.0225
S -0.844 -1.524 1.116 0.9249
H -1.706 1.014 -0.086 0.1275
H -1.230 2.123 1.118 0.1057
H -1.282 0.200 2.820 0.0762
H -2.565 -0.222 1.750 0.0709
H -2.987 -2.022 0.247 0.0467
H -1.546 -2.281 -1.011 -0.0297
H 1.743 2.181 -0.870 0.0783
H 0.665 3.202 0.028 0.1030
H 0.082 2.235 -1.362 0.1075
H 0.369 1.811 2.523 0.0910
H 2.077 1.830 1.825 0.1029
H 1.365 0.285 2.503 0.1246
H 0.540 -0.817 -3.135 0.1177
H -0.248 0.559 -2.301 0.0717
H 1.407 0.574 -2.643 0.0873
H 2.060 -2.198 -2.239 0.1036
H 1.612 -2.630 -0.444 0.1263
H 0.532 -2.626 -1.963 0.0997
H -1.026 -2.421 2.286 0.0601

Short version: version ii is the least stable of them.

Version i
16
Properties=species:S:1:pos:R:3:lowdin_charge:R:1 method="wB97M-V/def2-TZVPD" homo_ha=-0.310 smiles="C=CN.C=NC" total_charge=0
C -2.914 -0.129 -0.149 -0.0284
C -2.172 -0.536 0.877 -0.3005
N -1.033 0.159 1.328 0.0206
H -2.553 0.570 -0.895 0.0477
H -3.782 -0.710 -0.427 0.0373
H -2.308 -1.536 1.276 0.0970
H -0.229 0.219 0.720 0.0313
H -0.758 -0.178 2.238 0.0664
C 1.273 0.058 -1.691 -0.0817
N 1.584 -0.449 -0.581 -0.1005
C 2.506 0.316 0.255 -0.1508
H 0.430 -0.354 -2.244 0.0673
H 1.754 0.949 -2.111 0.0781
H 2.320 0.062 1.295 0.0653
H 3.541 0.163 -0.057 0.0775
H 2.342 1.396 0.165 0.0735

Version ii
16
Properties=species:S:1:pos:R:3:lowdin_charge:R:1 method="wB97M-V/def2-TZVPD" homo_ha=-0.294 total_charge=0
H 1.164 -2.926 1.921 0.0417
N 1.314 -1.941 1.778 0.0253
C 0.338 -1.136 1.906 -0.3376
N -0.512 -0.795 0.880 -0.0033
C 0.010 -0.595 -0.468 -0.2134
C 0.364 0.880 -0.727 -0.2553
C -0.692 1.711 -1.432 -0.1143
H 0.113 -0.530 2.804 0.1079
H -1.375 -0.334 1.124 0.1208
H 0.881 -1.233 -0.577 0.0985
H -0.641 -0.955 -1.272 0.1139
H 1.315 0.870 -1.262 0.1038
H 0.650 1.319 0.234 0.1043
H -0.750 1.360 -2.467 0.0726
H -0.485 2.772 -1.412 0.0655
H -1.694 1.533 -1.032 0.0695

Version iii
16
Properties=species:S:1:pos:R:3:lowdin_charge:R:1 method="wB97M-V/def2-TZVPD" homo_ha=-0.372 total_charge=0
C -2.720 -1.086 1.383 -0.0969
C 0.298 1.353 -0.302 -0.1445
C 0.455 -2.066 0.470 -0.0419
C 1.019 0.179 0.289 -0.3270
N -3.510 -1.640 0.772 0.0610
N 0.140 -0.875 0.714 -0.0805
H -1.953 -0.588 1.783 -0.0128
H 0.635 2.721 -2.706 0.0762
H 0.301 2.180 0.466 0.0913
H 0.817 1.815 -1.159 -0.0532
H -0.668 1.037 -0.777 0.0916
H 1.403 -2.324 0.085 0.0572
H 0.730 1.922 -2.749 0.0602
H -0.249 -2.831 0.828 0.0745
H 1.869 -0.215 -0.383 0.1280
H 1.432 0.418 1.286 0.1167

Version iv
16
Properties=species:S:1:pos:R:3:lowdin_charge:R:1 method="wB97M-V/def2-TZVPD" homo_ha=-0.278 total_charge=0
C -1.452 0.484 -0.949 -0.0303
C -1.047 -0.083 0.155 -0.1801
C -1.866 -0.634 1.263 -0.1127
C 1.197 -1.572 -0.913 -0.0817
N 1.721 0.424 0.213 -0.0985
N 0.940 -0.644 0.236 -0.2017
H -0.923 0.794 -1.811 0.0320
H -2.491 0.675 -1.145 0.0534
H -2.706 -1.132 0.810 0.0635
H -2.388 0.011 1.962 0.0661
H -1.261 -1.325 1.907 0.0836
H 0.859 -1.035 -1.795 0.0649
H 2.244 -1.547 -0.867 0.0555
H 0.703 -2.428 -0.631 0.0493
H 1.772 1.212 -0.543 0.1260
H 1.570 0.845 1.174 0.1107

Short version: version iv is the least stable of them.

Version i
9
Properties=species:S:1:pos:R:3:lowdin_charge:R:1 method="wB97M-V/def2-TZVPD" homo_ha="-0.292 / -0.292" total_charge=0
C -0.634 -1.279 0.018 0.0009
C -0.917 1.914 -0.105 -0.4518
C 0.782 -1.151 0.120 -0.2740
Br -0.922 3.324 1.073 0.6064
H -0.895 -2.316 -0.344 -0.0035
H -0.654 2.412 -0.993 -0.1301
H 0.864 -0.430 -0.813 0.1323
H 1.482 -2.000 0.081 0.0641
H 0.893 -0.473 0.964 0.0557

Version ii
9
Properties=species:S:1:pos:R:3:lowdin_charge:R:1 method="wB97M-V/def2-TZVPD" homo_ha=-0.358 smiles="C=C(C)Br" total_charge=0
C 0.295 -1.316 0.421 -0.0243
C -0.233 -0.088 0.408 -0.5480
C 0.023 0.969 -0.622 -0.1448
Br -1.915 0.396 1.718 0.3993
H 0.195 -2.021 1.208 0.0546
H 1.106 -1.435 -0.197 0.0400
H -0.747 1.482 -1.087 0.0442
H 0.887 1.669 -0.420 0.1076
H 0.389 0.343 -1.429 0.0714

Version iii
9
Properties=species:S:1:pos:R:3:lowdin_charge:R:1 method="wB97M-V/def2-TZVPD" homo_ha="-0.302 / -0.306" total_charge=0
C -0.541 0.110 0.513 0.0351
C 1.887 -0.478 0.425 -0.5561
C -1.316 0.387 -0.687 -0.1938
Br 2.244 -1.151 2.100 0.5370
H -0.396 1.001 1.056 -0.0008
H 2.192 -1.359 -0.328 -0.0344
H -0.438 0.601 -1.164 0.0429
H -1.926 1.338 -0.679 0.1020
H -1.707 -0.451 -1.236 0.0681

Version iv
9
Properties=species:S:1:pos:R:3:lowdin_charge:R:1 method="wB97M-V/def2-TZVPD" homo_ha=-0.368 smiles=C#CC.Br total_charge=0
C 1.154 0.343 -1.021 0.0444
C 0.199 0.419 -0.296 -0.2431
C -0.913 0.467 0.609 -0.0957
H 1.858 0.248 -1.793 0.0235
H -1.151 1.475 1.061 0.1130
H -1.650 0.075 0.049 0.0380
H -0.628 -0.234 1.394 0.0828
Br 1.717 -2.867 -0.437 0.3278
H 1.256 -1.704 0.283 -0.2907

Short version: version i is the least stable of them.